(one)
Computed, not measured: 7 unconnected molecules or ions with the total composition C7H28O7, with ωB97M-V/def2-TZVPD.

**Kohn-Sham gap**: 9.979 eV

Last column: Mulliken charge in e.
Geometry (Å):
C: -22.55185 27.15637 39.00329  0.1935
O: -23.70929 27.97604 38.80826  -0.5678
H: -21.98441 27.49224 39.87691  0.1835
H: -22.03786 27.15420 38.22965  -0.3166
H: -22.80261 25.96879 39.14240  0.2087
H: -23.98180 28.16204 37.83751  0.3058
C: -18.94568 28.29287 38.27660  -0.5855
O: -18.79449 28.56102 36.89310  -0.5838
H: -19.76879 28.59090 38.63719  0.5699
H: -18.07560 28.56480 38.72183  0.2232
H: -18.96428 27.19063 38.54097  0.0163
H: -19.46136 28.01295 36.29424  0.2973
C: -18.12753 25.19624 40.38668  -0.6906
O: -19.17868 25.97772 40.96886  -0.4333
H: -17.47405 25.77845 39.59104  0.1807
H: -18.49776 24.28882 40.10909  0.3604
H: -17.24878 25.28004 41.04959  0.3295
H: -19.09503 25.66556 41.79241  0.2699
C: -15.82808 28.66882 41.29409  -0.5722
O: -15.11829 27.58639 40.66938  -0.4786
H: -15.77189 28.82990 42.36759  0.3636
H: -16.83010 28.47696 41.00417  0.1834
H: -15.65144 29.56378 40.83638  0.2518
H: -14.83669 26.99733 41.25785  0.2574
C: -16.78698 30.92350 38.71897  -0.6042
O: -17.17681 30.88431 37.27682  -0.5593
H: -17.59111 30.70448 39.33267  0.3530
H: -16.32933 31.86409 38.93938  0.3525
H: -16.01281 30.09932 38.83459  0.1496
H: -18.02954 30.39446 37.17371  0.3465
C: -16.78268 26.39168 34.03985  -0.4877
O: -17.11378 26.42444 32.63730  -0.5211
H: -16.93126 25.28161 34.14189  0.1824
H: -17.20942 26.97700 34.73000  0.2078
H: -15.68906 26.36439 34.17180  0.3040
H: -17.49405 25.59502 32.30626  0.3220
C: -19.89112 25.56879 35.82927  -0.6864
O: -20.49756 26.75403 35.65100  -0.4703
H: -20.66767 24.93286 36.20099  0.2950
H: -19.10138 25.56329 36.45311  0.3163
H: -19.36876 25.17468 34.90321  0.2816
H: -20.54551 27.12698 34.89557  0.2522

---

(two)
Computed, not measured: 7 unconnected molecules or ions with the total composition C7H28O7, with ωB97M-V/def2-TZVPD.

**Kohn-Sham gap**: 9.982 eV

Last column: Mulliken charge in e.
Geometry (Å):
C: 1.22795 1.88118 -2.53242  -0.4866
O: 1.78085 1.99562 -1.23485  -0.5480
H: 1.66897 1.05056 -3.10123  0.2097
H: 0.14211 1.71906 -2.52081  0.1442
H: 1.42807 2.80923 -3.06273  0.2784
H: 1.38983 1.31259 -0.66809  0.3480
C: 2.50409 -2.53431 0.90847  -0.5386
O: 1.30460 -2.26319 1.66334  -0.6457
H: 3.30263 -2.89107 1.56143  0.3425
H: 2.31090 -3.31411 0.16904  0.1537
H: 2.79990 -1.60875 0.42677  0.2522
H: 1.13782 -3.00845 2.24733  0.2839
C: -4.72844 1.50067 -2.67014  -0.5802
O: -3.66653 1.59078 -1.72839  -0.4357
H: -5.70637 1.58462 -2.19218  0.2671
H: -4.62393 2.29973 -3.40257  0.2202
H: -4.69935 0.53783 -3.18929  0.2294
H: -4.04744 1.58328 -0.84845  0.2823
C: 1.00227 -3.43831 -2.31318  -0.4931
O: 0.76962 -4.68596 -1.69465  -0.5147
H: 2.07838 -3.27164 -2.37093  0.2903
H: 0.63112 -3.39644 -3.34388  0.3814
H: 0.56925 -2.59874 -1.75896  0.0724
H: -0.06633 -5.03219 -2.01585  0.2992
C: 2.05995 0.92996 3.38177  -0.3088
O: 1.64456 -0.31983 3.88728  -0.5512
H: 2.95482 1.27128 3.90934  0.3120
H: 2.31368 0.88784 2.31568  0.1031
H: 1.27117 1.67920 3.50290  0.0886
H: 1.50505 -0.90906 3.14103  0.4206
C: -0.99253 -0.06448 -0.18258  -0.7129
O: 0.38430 -0.01090 0.18155  -0.1933
H: -1.23795 0.86945 -0.67954  0.2139
H: -1.21303 -0.90455 -0.84571  0.3040
H: -1.61879 -0.14376 0.71236  0.3460
H: 0.61684 -0.79667 0.68700  0.1627
C: -0.96595 2.69975 1.93012  -0.2927
O: -0.98732 1.87654 3.08121  -0.5012
H: -0.03422 2.53562 1.39107  0.1034
H: -1.80259 2.44597 1.26984  0.0454
H: -1.03771 3.76152 2.18025  0.3873
H: -1.37023 2.37012 3.80865  0.2609

---

Stability comparison, relative energies in kcal/mol: (one) 129.2; (two) 0.0

---

(one)
Computed, not measured: a molecular structure, C5H29NO11, with ωB97M-V/def2-TZVPD.

**Kohn-Sham gap**: 9.597 eV

Last column: Mulliken charge in e.
Geometry (Å):
C: -0.34142 1.04052 2.80234  -0.8825
N: 0.52046 0.57230 1.70267  -0.2785
C: 0.15994 1.12445 0.41552  2.0439
C: -1.31454 0.94543 -0.07572  -0.2850
C: -1.64581 0.16721 -1.27180  -0.1033
O: -0.98792 0.06198 -2.30665  -0.6393
C: 0.59311 2.67015 0.37198  -1.5947
O: 1.34889 2.98697 -0.77654  -0.7498
H: 0.20353 0.87845 3.73731  0.3286
H: -1.26272 0.46524 2.95271  0.2155
H: -0.42044 2.13064 2.69650  0.3963
H: 0.40066 -0.44817 1.64198  0.1911
H: 0.82067 0.66487 -0.32304  -0.8383
H: -1.85510 1.86743 0.24097  0.5826
H: -1.81428 0.33012 0.72541  -0.4802
H: -2.54416 -0.45017 -1.22673  0.5057
H: 1.19398 2.83072 1.27617  0.6372
H: -0.33315 3.27219 0.30432  0.6068
H: 1.58215 2.21516 -1.34750  0.4598
H: 0.42371 0.68690 -2.27266  0.4269
H: 1.50210 1.14931 -3.31313  0.3017
O: 1.40369 0.95834 -2.37262  -0.8156
H: 1.86291 -2.35698 -0.23298  0.3568
H: 1.62250 -3.84897 -0.65333  0.2951
O: 1.44671 -3.19628 0.03095  -0.4411
H: -2.92689 -1.22204 1.00007  0.3732
H: -4.13991 -0.58888 1.83441  0.2909
O: -3.33289 -0.39847 1.34799  -0.6440
H: -1.60236 3.42283 -1.42497  0.3046
H: -0.16087 3.37272 -2.05000  0.3823
O: -1.11067 3.40629 -2.24445  -0.6398
H: -2.02993 -3.09873 -0.18654  0.2961
H: -1.13136 -2.59103 1.06527  0.3743
O: -2.01126 -2.64831 0.67059  -0.6412
H: 2.75035 2.00861 0.11848  0.4029
H: 2.56269 1.19031 1.28071  0.4045
O: 3.20439 1.26131 0.54889  -0.8148
H: -1.76763 -2.41961 -2.73149  0.2789
H: -0.60442 -3.16075 -1.90794  0.3259
O: -1.55434 -3.05339 -2.04476  -0.6474
H: 2.46957 -0.50871 -1.80548  0.3426
H: 3.29562 -0.33606 -0.54858  0.4048
O: 2.92195 -1.03391 -1.12472  -0.7893
H: 1.01065 -3.66484 2.58222  0.1953
H: 1.05450 -3.45723 1.01192  0.3933
O: 0.53734 -3.19794 1.88223  -0.8329

---

(two)
Computed, not measured: 10 unconnected molecules or ions with the total composition C5H29NO11, with ωB97M-V/def2-TZVPD.

**Kohn-Sham gap**: 10.047 eV

Last column: Mulliken charge in e.
Geometry (Å):
O: -4.14251 1.60227 0.37926  -0.5232
C: -2.94853 1.74408 0.46897  0.0901
C: -2.23097 1.80507 1.84239  -0.5935
N: -0.80322 2.03445 1.48786  -0.2143
C: 0.12736 1.09244 2.13400  -1.1951
C: 0.39649 -0.02537 1.07500  1.6080
C: 1.82803 -0.42997 0.74228  -0.7181
O: 2.16364 -1.69266 1.37806  -0.5753
H: -2.40586 1.97019 -0.46463  0.3422
H: -2.32177 0.90880 2.46226  0.2671
H: -2.63888 2.63392 2.41692  0.3846
H: -0.55153 2.98935 1.74679  0.2790
H: -0.31357 0.60728 3.03360  0.4376
H: 1.02890 1.60241 2.47115  0.4457
H: -0.20978 -0.91833 1.23871  0.1902
H: -0.03440 0.34505 0.13100  -0.8945
H: 2.02456 -0.70855 -0.29062  0.2240
H: 2.46798 0.34703 1.14655  0.4409
H: 2.67742 -1.67840 2.18173  0.2656
O: 0.72653 -1.83737 -3.01470  -0.7242
H: -0.10953 -2.17305 -3.34782  0.3429
H: 0.71904 -2.21365 -2.12303  0.3440
O: 0.79534 0.87157 -3.35030  -0.7618
H: 0.68667 -0.09665 -3.16895  0.4711
H: 1.35021 1.15410 -2.60438  0.4170
O: 0.73700 3.10559 -0.63919  -0.7952
H: -0.02797 3.42995 -1.12731  0.3378
H: 0.34990 2.36619 -0.12062  0.3433
O: -1.41043 2.12617 -2.45004  -0.5864
H: -0.82171 1.36361 -2.68180  0.3072
H: -1.74660 2.38745 -3.31274  0.2696
O: 2.87112 1.63600 -1.67571  -0.7400
H: 3.33647 1.55236 -0.83627  0.3059
H: 2.22422 2.32590 -1.41059  0.3819
O: -1.12669 -3.29151 0.60624  -0.6722
H: -1.36311 -2.61210 -0.06112  0.3529
H: -0.29574 -3.70612 0.35178  0.3563
O: 1.47434 -3.46316 -0.39520  -0.7100
H: 1.70355 -2.82898 0.32748  0.3940
H: 2.30953 -3.91889 -0.58251  0.2573
O: -0.38743 -2.38417 3.69928  -0.6283
H: -0.75101 -3.01339 3.03604  0.3614
H: -0.77989 -1.63933 3.22297  0.2630
O: -1.36212 -1.46554 -1.40154  -0.7031
H: -2.29915 -1.22622 -1.43499  0.2888
H: -0.91593 -0.67781 -1.08628  0.2658

---

(three)
Computed, not measured: 10 unconnected molecules or ions with the total composition C5H29NO11, with ωB97M-V/def2-TZVPD.

**Kohn-Sham gap**: 8.832 eV

Last column: Mulliken charge in e.
Geometry (Å):
C: -0.62673 2.49338 2.59590  -0.9001
N: -0.86849 1.90938 1.25493  0.3593
C: -1.29158 0.49583 1.26268  -1.3711
C: 0.11761 2.32798 0.20975  0.1161
O: 0.60807 3.38540 0.44886  -0.6151
C: 0.07524 1.59485 -1.04795  0.3925
C: 1.42938 2.02988 -1.63878  -0.6772
O: 2.46956 1.72953 -0.75486  -0.5502
H: 0.38650 1.81022 2.92334  0.1999
H: -0.51133 3.54920 2.54995  0.3107
H: -1.45955 2.25223 3.27213  0.3071
H: -2.16824 0.36972 0.53854  0.3145
H: -1.81488 0.29180 2.19485  0.4907
H: -0.45740 -0.11976 1.28494  0.3933
H: 0.01569 0.43728 -0.94595  -0.1684
H: -0.91895 1.76486 -1.55989  0.3910
H: 1.62273 1.26731 -2.41806  0.3465
H: 1.36990 3.03598 -1.91603  0.3798
H: 2.46094 2.23317 0.09286  0.3856
O: -2.61085 3.06443 -1.18646  -0.6352
H: -2.74267 2.91135 -0.19901  0.2340
H: -2.56485 4.07591 -1.17593  0.3392
O: -0.67448 -1.43268 -4.77705  -0.5962
H: -0.53307 -0.56655 -4.57289  0.2912
H: 0.14162 -1.81378 -4.37628  0.2779
O: 1.19430 -1.34901 0.48814  -0.4011
H: 1.75984 -0.61505 0.84950  0.2277
H: 1.51505 -1.54482 -0.38525  0.2304
O: 1.06914 -4.07158 2.03815  -0.5941
H: 0.67810 -3.75236 2.88559  0.2796
H: 2.01640 -3.75454 2.11577  0.3211
O: -0.33534 -2.99561 -0.64004  -0.6239
H: -0.99394 -2.59661 -0.00801  0.3093
H: 0.33435 -3.41944 -0.09481  0.3799
O: 2.39112 -4.29682 -1.08471  -0.6602
H: 1.70512 -3.94327 -0.54924  0.2155
H: 2.55942 -3.58737 -1.67093  0.3316
O: 0.27321 -0.94499 4.27270  -0.5757
H: 1.05020 -1.10109 4.89678  0.2985
H: -0.31058 -1.71883 4.39487  0.2908
O: -4.25826 1.26653 0.93747  -0.6210
H: -3.85003 2.01035 1.37912  0.3064
H: -5.00121 1.54424 0.33113  0.3114
O: 1.36829 -2.06090 -2.46866  -0.6315
H: 0.93045 -2.53135 -3.18946  0.3457
H: 0.67814 -1.86045 -1.90991  0.2437

---

Stability comparison, relative energies in kcal/mol: (one) 26.8; (two) 0.0; (three) 54.0

---

(one)
Computed, not measured: a molecular structure, C8H12N2, with ωB97M-V/def2-TZVPD.

**Kohn-Sham gap**: 8.812 eV

Last column: Mulliken charge in e.
Geometry (Å):
C: -2.39126 1.59794 0.65518  0.1656
C: -1.60420 0.82587 0.18981  -0.9810
C: 0.07205 0.37898 -1.64254  0.2466
C: 0.76782 -0.24742 0.93042  0.9890
C: 0.43359 -0.73000 -2.50746  -1.2977
C: 2.06976 0.20006 0.45953  -1.0902
C: -0.93693 -1.01697 2.48968  -0.7195
C: -0.67867 -0.03870 -0.42377  0.1783
N: 0.43578 1.54049 -1.94762  -0.6511
N: 0.41097 -0.78374 1.98672  -0.6195
H: -3.19340 2.30454 1.03942  0.3951
H: 0.01853 -0.89069 -3.46291  0.3876
H: 0.45238 -1.63495 -2.00286  0.4001
H: 1.48813 -0.53889 -2.82980  0.3653
H: 2.81067 -0.05651 1.23797  0.3910
H: 2.22853 1.29227 0.28332  0.2872
H: 2.11402 -0.18693 -0.63293  0.1836
H: -0.88658 -1.05345 3.54797  0.3417
H: -1.38655 -1.86819 2.08737  0.3219
H: -1.59837 -0.13591 2.20857  0.1095
H: -0.94271 -1.13247 -0.54280  0.3068
H: 0.31645 2.17468 -1.12326  0.2897

---

(two)
Computed, not measured: 2 unconnected molecules or ions with the total composition C8H12N2, with ωB97M-V/def2-TZVPD.

**Kohn-Sham gap**: 8.585 eV

Last column: Mulliken charge in e.
Geometry (Å):
C: 2.04834 -0.70194 -0.25832  0.1642
C: -1.80966 -0.91737 0.17367  0.1042
C: 1.13382 0.32652 0.25627  1.1393
C: -0.94610 0.01169 -0.41997  0.9579
C: 2.80273 -1.25717 -1.37540  -1.0159
C: -2.48018 -1.20972 1.46233  -1.0156
C: 1.27221 1.67806 0.82827  -1.3839
C: -1.48716 1.32340 -0.96273  -1.4889
N: 1.61526 -0.88597 0.95218  -0.7138
N: -1.49314 -1.27188 -1.00160  -0.7434
H: 2.15723 -2.14528 -1.52407  0.2807
H: 3.70699 -1.54667 -0.89906  0.3466
H: 2.99269 -0.67371 -2.24668  0.3063
H: -3.32042 -0.39987 1.69754  0.2528
H: -1.68798 -1.23022 2.15973  0.3065
H: -3.11168 -2.09487 1.34541  0.3352
H: 2.17637 1.73215 1.41828  0.4544
H: 0.41739 1.88494 1.54249  0.2429
H: 1.26739 2.55563 0.21176  0.2902
H: -1.13404 1.60279 -1.91550  0.3464
H: -1.53132 2.01198 -0.25653  0.4063
H: -2.58877 1.20752 -1.18808  0.4277

---

Stability comparison, relative energies in kcal/mol: (one) 0.0; (two) 40.2